One molecule with the formula C3H7N5 in a non-equilibrium geometry, computed with ωB97M-V with the def2-TZVPD basis set.

Geometry (Å):
H (-1.156, 1.621, 3.100)
N (-0.940, 1.391, 2.139)
C (-0.706, 0.174, 1.907)
N (-0.238, -0.308, 0.763)
C (-0.117, 0.543, -0.379)
N (0.343, 0.233, -1.475)
N (0.285, 1.294, -2.472)
N (0.040, -1.637, 0.702)
C (0.516, -2.307, -0.313)
H (-0.936, -0.746, 2.462)
H (-0.203, 1.593, -0.040)
H (0.505, 2.207, -2.049)
H (1.196, 1.102, -2.921)
H (0.718, -1.800, -1.273)
H (0.693, -3.358, -0.149)

Results
Energy in Eh: -392.17246
LUMO in eV: 1.069
Energy relative to the best compared isomer or geometry (same formula, charge and spin) in kJ/mol: 332.36
Orbital gap in eV: 9.9
Spin multiplicity: 1

***

C23H25LiN2O3S3 as an isolated structure, computed with ωB97M-V with the def2-TZVPD basis set.

Geometry (Å):
Li (0.486, -1.037, -0.689)
C (-0.924, -0.363, 2.851)
N (0.302, -0.007, 2.175)
C (0.270, 1.354, 1.669)
C (-0.768, 1.634, 0.589)
N (-0.525, 1.021, -0.720)
C (0.488, 1.761, -1.468)
C (-1.776, 0.840, -1.419)
C (-2.296, 1.873, -2.191)
C (-3.511, 1.757, -2.853)
C (-4.216, 0.566, -2.732)
C (-3.713, -0.464, -1.956)
C (-2.491, -0.371, -1.263)
S (-1.939, -1.702, -0.286)
C (1.505, -0.306, 2.872)
C (1.499, -0.476, 4.255)
C (2.656, -0.789, 4.963)
C (3.849, -0.916, 4.267)
C (3.866, -0.744, 2.892)
C (2.717, -0.450, 2.144)
S (2.807, -0.294, 0.413)
H (-1.167, 0.313, 3.694)
H (-0.847, -1.380, 3.235)
H (-1.744, -0.360, 2.137)
H (1.265, 1.612, 1.306)
H (0.025, 2.044, 2.504)
H (-0.799, 2.733, 0.469)
H (-1.762, 1.338, 0.927)
H (0.237, 2.830, -1.578)
H (0.614, 1.313, -2.451)
H (1.436, 1.681, -0.934)
H (-1.726, 2.790, -2.283)
H (-3.887, 2.572, -3.461)
H (-5.160, 0.429, -3.251)
H (-4.262, -1.394, -1.873)
H (0.566, -0.364, 4.792)
H (2.614, -0.926, 6.038)
H (4.769, -1.163, 4.788)
H (4.792, -0.865, 2.342)
C (-2.401, 1.320, -7.728)
C (-1.511, 0.563, -6.779)
C (-0.154, 0.412, -7.029)
C (0.665, -0.274, -6.137)
C (0.133, -0.817, -4.982)
C (-1.225, -0.674, -4.717)
C (-2.033, 0.009, -5.610)
S (1.176, -1.738, -3.852)
O (0.833, -3.128, -4.079)
O (2.531, -1.377, -4.224)
O (0.780, -1.248, -2.525)
H (-1.851, 1.641, -8.615)
H (-2.820, 2.212, -7.254)
H (-3.245, 0.709, -8.059)
H (0.277, 0.841, -7.929)
H (1.726, -0.380, -6.323)
H (-1.644, -1.086, -3.808)
H (-3.084, 0.125, -5.375)

Results
Energy in Eh: -2428.93487
Net charge: -2
LUMO in eV: 4.460
Orbital gap in eV: 5.8
Spin multiplicity: 1

***

One molecule with the formula C4H8N2O2 in a non-equilibrium geometry, computed with ωB97M-V with the def2-TZVPD basis set.

Geometry (Å):
C (1.381, 1.341, -0.689)
C (1.740, -0.003, 0.000)
O (2.904, -0.419, 0.304)
N (0.635, -0.935, 0.128)
N (-0.570, -0.706, -0.408)
C (-1.442, 0.013, 0.195)
C (-2.848, -0.090, -0.383)
O (-1.305, 0.736, 1.163)
H (2.227, 1.809, -0.800)
H (0.658, 1.685, 0.163)
H (0.820, 0.990, -1.670)
H (0.832, -1.628, 0.658)
H (-0.973, -1.425, -1.243)
H (-3.021, 0.489, -1.224)
H (-3.347, -1.214, -0.689)
H (-3.430, 0.674, 0.288)

Results
Energy in Eh: -417.09828
LUMO in eV: 0.388
Energy relative to the best compared isomer or geometry (same formula, charge and spin) in kJ/mol: 413.96
Orbital gap in eV: 10.2
Spin multiplicity: 1

***

An isolated ion of composition C3H8FN2O and charge +1 in a non-equilibrium geometry, computed with ωB97M-V with the def2-TZVPD basis set.

Geometry (Å):
N (0.951, -2.325, 0.381)
C (0.835, -1.011, 0.188)
O (1.687, -0.127, 0.343)
C (-0.751, -0.420, -0.175)
F (-0.749, -0.594, -1.543)
C (-1.000, 1.075, 0.114)
N (0.197, 1.853, -0.312)
H (0.102, -2.962, 0.280)
H (1.782, -2.832, 0.325)
H (-1.543, -0.992, 0.178)
H (-1.948, 1.310, -0.217)
H (-0.968, 1.189, 1.246)
H (0.398, 2.585, 0.397)
H (0.130, 2.067, -1.299)
H (0.877, 1.184, 0.094)

Results
Energy in Eh: -403.45676
Net charge: +1
LUMO in eV: -3.338
Energy relative to the best compared isomer or geometry (same formula, charge and spin) in kJ/mol: 35.13
Orbital gap in eV: 11.5
Spin multiplicity: 1

***

One molecule with the formula C19H28N2O3S2, computed with ωB97M-V with the def2-TZVPD basis set.

Geometry (Å):
C (0.693, -1.407, -0.055)
S (0.065, 0.267, 0.185)
C (-0.619, 0.122, 1.856)
C (-1.508, -1.107, 1.960)
O (-1.090, -2.120, 2.501)
N (-2.734, -1.061, 1.397)
C (-3.359, 0.039, 0.673)
C (-4.165, -0.695, -0.393)
C (-3.290, -1.123, -1.588)
S (-3.451, -2.927, -1.817)
C (-4.871, -3.040, -0.701)
C (-4.679, -1.949, 0.347)
C (-5.976, -1.666, 1.100)
C (-3.535, -2.283, 1.324)
C (0.430, 0.220, 2.994)
N (-0.089, 1.552, 3.291)
C (0.156, 2.327, 4.365)
O (1.043, 2.070, 5.161)
C (-0.769, 3.546, 4.496)
C (-0.442, 4.380, 5.725)
C (-1.269, 3.699, 6.807)
C (-0.678, 3.288, 8.115)
C (-1.671, 4.421, 8.056)
C (-2.229, 2.770, 6.073)
O (-2.115, 3.108, 4.689)
C (-1.190, 1.485, 2.335)
H (1.243, -1.394, -0.993)
H (1.367, -1.688, 0.753)
H (-0.117, -2.132, -0.122)
H (-4.014, 0.621, 1.330)
H (-2.616, 0.708, 0.244)
H (-5.003, -0.090, -0.744)
H (-3.595, -0.605, -2.495)
H (-2.239, -0.898, -1.407)
H (-5.804, -2.886, -1.245)
H (-4.892, -4.037, -0.259)
H (-6.309, -2.552, 1.644)
H (-5.841, -0.865, 1.830)
H (-6.770, -1.369, 0.412)
H (-2.907, -3.098, 0.964)
H (-3.913, -2.564, 2.310)
H (0.276, -0.500, 3.796)
H (1.471, 0.209, 2.673)
H (-0.749, 4.116, 3.564)
H (0.623, 4.369, 5.946)
H (-0.775, 5.407, 5.567)
H (-1.008, 2.349, 8.541)
H (0.363, 3.522, 8.292)
H (-1.301, 5.429, 8.194)
H (-2.665, 4.246, 8.450)
H (-1.946, 1.721, 6.225)
H (-3.272, 2.902, 6.357)
H (-1.186, 2.279, 1.584)
H (-2.173, 1.430, 2.802)

Results
Energy in Eh: -1872.38617
LUMO in eV: 0.478
Energy relative to the best compared isomer or geometry (same formula, charge and spin) in kJ/mol: 99.92
Orbital gap in eV: 9.2
Spin multiplicity: 1

***

A 2-piece molecular cluster, C4H12N2O2 overall in a non-equilibrium geometry, computed with ωB97M-V with the def2-TZVPD basis set.

Geometry (Å):
C (2.856, -0.670, -0.495)
N (1.649, -0.082, 0.010)
C (1.678, 1.040, 0.593)
O (0.671, 1.811, 0.957)
H (3.132, -1.520, 0.132)
H (2.666, -1.035, -1.506)
H (3.703, 0.026, -0.524)
H (2.616, 1.612, 0.654)
H (-0.173, 1.306, 0.920)
C (-2.060, 0.456, -1.202)
C (-2.376, 0.215, 0.264)
O (-1.182, -0.196, 1.021)
N (-0.780, -1.533, 0.699)
H (-2.969, 0.736, -1.729)
H (-1.653, -0.451, -1.640)
H (-1.329, 1.256, -1.304)
H (-3.127, -0.572, 0.377)
H (-2.708, 1.126, 0.764)
H (-0.827, -2.068, 1.564)
H (0.214, -1.458, 0.445)

Results
Energy in Eh: -419.51786
LUMO in eV: 1.055
Energy relative to the best compared isomer or geometry (same formula, charge and spin) in kJ/mol: 342.93
Orbital gap in eV: 10.5
Spin multiplicity: 1

***

Please write out number 4 again, unchanged.
An isolated ion of composition C3H8FN2O and charge +1 in a non-equilibrium geometry, computed with ωB97M-V with the def2-TZVPD basis set.

Geometry (Å):
N (0.951, -2.325, 0.381)
C (0.835, -1.011, 0.188)
O (1.687, -0.127, 0.343)
C (-0.751, -0.420, -0.175)
F (-0.749, -0.594, -1.543)
C (-1.000, 1.075, 0.114)
N (0.197, 1.853, -0.312)
H (0.102, -2.962, 0.280)
H (1.782, -2.832, 0.325)
H (-1.543, -0.992, 0.178)
H (-1.948, 1.310, -0.217)
H (-0.968, 1.189, 1.246)
H (0.398, 2.585, 0.397)
H (0.130, 2.067, -1.299)
H (0.877, 1.184, 0.094)

Results
Energy in Eh: -403.45676
Net charge: +1
LUMO in eV: -3.338
Energy relative to the best compared isomer or geometry (same formula, charge and spin) in kJ/mol: 35.13
Orbital gap in eV: 11.5
Spin multiplicity: 1